This record from OMol25 describes a structure of composition C29H43Br2GeN2O5Si3W at a distorted geometry. The level of theory is ωB97M-V/def2-TZVPD.

Results
Net charge ... +2
2S+1 ... 4
Kohn-Sham gap (spin up / spin down) ... 0.229 / 0.186 Ha
LUMO (spin up / spin down) ... -7.384 / -8.474 eV
Relative energy (zero: lowest compared OMol25 entry of this formula, charge and spin) ... 0.00 kcal/mol
HOMO energy (spin up / spin down) ... -0.4999 / -0.4970 Eh

Geometry as XYZ:
```
86
Properties=species:S:1:pos:R:3:forces:R:3:lowdin_charge:R:1
W -1.02163 -0.21351 -0.55313 0.3564 -0.8621 -1.9126 1.61
Br -6.61598 -1.30970 4.53267 0.4863 0.3315 -0.2358 0.79
Br -3.58569 1.92301 -2.10220 0.8781 -0.5434 -0.9915 0.84
Ge 0.61311 1.78002 0.44587 1.2947 0.0058 0.6328 0.67
Si -0.40096 3.90816 0.36642 -0.4329 1.7846 -0.4040 0.34
Si 2.72239 1.87291 -0.92362 0.5018 -0.4263 -1.5098 0.45
Si 1.04991 1.48116 2.83786 0.4119 -0.7920 1.1428 0.36
O -2.39151 0.40740 0.83391 -0.3702 -1.1446 0.6911 -0.18
O 0.36357 -1.49228 -1.16702 -1.4414 0.5203 1.8522 -0.30
O 3.15978 -5.17290 -1.14971 -2.0546 0.9742 -0.0520 -0.08
O -0.91861 -1.02768 1.46971 0.8973 -0.3890 -1.8734 -0.10
O -2.36931 -1.78615 -1.19002 1.6732 -1.5926 -0.9434 -0.12
N -1.20402 0.64470 -2.73809 0.9895 -0.1900 0.8717 -0.10
N -2.75159 -2.67818 4.61707 -1.5900 0.1042 0.9412 0.12
C -2.81865 -1.02817 2.86035 -1.5045 1.1120 -1.9749 -0.15
C -2.17321 1.57049 -4.68793 -2.1921 0.8439 0.2585 -0.06
C -2.17995 1.35852 -3.32160 0.0013 -0.5579 0.9037 -0.65
C -0.78233 -3.63227 -1.30666 2.1038 1.1539 0.2881 -0.13
C 0.75837 5.30074 1.09602 0.7272 -1.1323 0.5999 -0.16
C 3.43878 -6.51485 -0.73951 1.0959 -1.5010 -0.9179 -0.06
C -4.15156 -0.67989 3.04629 -1.1070 -0.6368 1.3754 0.00
C 3.23308 0.07119 -1.36172 -0.0958 1.2625 1.2201 -0.21
C -2.00634 3.94379 1.30401 0.1477 0.0530 0.0181 -0.20
C -0.54784 -5.00459 -1.40652 0.1027 -1.6980 -1.0792 0.01
C -0.74653 4.18889 -1.46049 1.1277 0.5015 -0.6166 -0.23
C -2.27091 -2.04345 3.59725 3.1290 0.4912 -0.9071 -0.12
C 1.66488 -3.39766 -0.96180 0.2876 -0.1312 -0.5715 0.09
C -0.10603 0.33389 -3.48867 -0.4917 -0.5960 0.2094 -0.11
C -3.10412 -3.89076 -2.15043 2.0373 -0.6818 -0.4675 0.03
C 2.34973 2.66673 3.47342 0.8556 -0.1729 1.2566 -0.22
C -2.00635 -2.99396 -1.55399 -3.0500 0.0820 1.3731 -0.25
C 0.39532 -2.87085 -1.07978 0.3857 1.5942 -0.6453 -0.22
C -1.19785 1.04250 -5.48596 0.5165 0.8793 -0.6876 -0.02
C -0.09887 0.55058 -4.85393 2.3587 -1.2020 -0.2033 -0.04
C -2.05728 -0.54190 1.67659 -0.5644 0.9066 1.6575 -0.53
C -4.76007 -1.38461 4.12595 0.4820 -0.0926 -0.2251 -0.61
C 2.33344 2.86008 -2.57809 -0.5947 -2.5967 0.7068 -0.19
C -4.00969 -2.31452 4.91439 -0.4484 0.5188 -1.2243 -0.12
C 4.24110 2.71900 -0.18176 -0.4299 0.3371 -0.2300 -0.20
C 1.85907 -4.72569 -1.32515 1.4604 -0.9304 2.3085 -0.20
C -0.38536 1.60530 4.03677 -0.2132 2.3198 -1.3163 -0.18
C 1.81835 -0.25494 2.99041 -0.1727 -0.2555 -1.8831 -0.21
C 0.73057 -5.54110 -1.49284 -0.4402 -0.6324 0.1747 0.03
H 3.17756 2.62705 -3.23704 -0.1987 0.0057 -0.0361 0.04
H 0.68473 -0.23396 -2.96967 -0.3704 0.6524 -0.4381 0.11
H -1.95067 3.30600 2.17614 -0.0756 -0.1040 0.2957 0.00
H 2.87073 -0.15102 3.20662 0.3595 -0.0150 0.4034 0.02
H -2.25900 4.95525 1.63579 0.0167 -0.1000 -0.1110 0.05
H 2.12471 3.48458 4.19955 -0.4168 -0.4793 -0.8800 0.06
H 1.34117 -0.94603 3.68024 -0.0380 0.1509 0.2098 0.03
H 2.72935 -6.99278 0.02203 0.8903 0.9687 -1.1846 0.13
H -4.50844 -2.82197 5.72653 0.0366 0.0060 0.1504 0.11
H -1.15612 0.91377 3.89306 -1.3183 -1.1489 -0.5018 -0.02
H 1.51060 4.80341 1.78041 -0.6114 0.6678 -0.6715 0.02
H 1.35989 2.51555 -3.02950 1.1247 0.5119 0.2629 0.01
H 4.50296 -6.50647 -0.37894 -1.2418 0.2776 0.2084 0.11
H 4.09755 -0.13644 -0.71642 -0.5081 -0.3608 0.3318 0.04
H 2.33669 3.88874 -2.36920 -0.2298 1.4853 0.1087 0.00
H -3.51916 -4.67091 -1.49017 0.3422 0.5925 0.2805 0.12
H 3.57217 -7.10997 -1.68886 -0.7707 0.1051 1.0487 0.11
H -1.37956 -5.71471 -1.52982 0.4152 0.4848 0.1951 0.14
H 0.80348 0.29818 -5.46775 -0.9071 0.0405 0.8734 0.15
H -2.59845 -4.49722 -2.96891 -0.9986 1.0065 0.6082 0.12
H -2.99688 2.14471 -5.10096 0.0534 -0.1688 -0.0496 0.13
H 4.13674 3.82102 -0.30094 0.1560 -0.6805 0.5742 0.05
H -4.68141 0.03939 2.39646 0.2548 -0.5194 0.5882 0.14
H 4.43498 2.37410 0.83371 -0.0309 0.4446 0.1508 0.02
H -1.14895 1.14426 -6.57400 -0.4992 0.0802 0.4266 0.15
H -0.82654 2.63054 3.85862 0.2628 -0.9346 0.4044 0.04
H 2.96752 3.06658 2.67475 0.3072 0.0735 0.0525 0.00
H -0.08569 3.75099 -2.26276 -0.4791 0.4663 1.1618 0.02
H 2.37524 -0.58790 -1.20633 0.6504 -0.2024 -0.2879 -0.03
H 2.54459 -2.83938 -0.63739 -0.4653 0.1847 -0.3379 0.14
H 0.18167 5.99073 1.74663 0.0888 -0.4758 -0.4863 0.05
H 1.32067 5.89695 0.34967 -0.3850 -0.4952 0.2699 0.04
H 1.81771 -0.76019 1.98505 -0.1408 0.2680 0.7804 0.02
H -0.17321 1.54023 5.07926 0.8199 0.0420 0.7562 0.04
H 3.69755 0.05651 -2.32578 -0.2601 -0.1788 -0.9833 0.03
H 5.13241 2.42743 -0.75811 -0.3634 -0.0568 -0.1175 0.05
H -1.24011 -2.20009 3.29196 0.0719 -0.7878 0.4089 0.13
H -2.79744 3.56253 0.67242 -0.3307 -0.0764 -0.1290 0.01
H 2.98072 1.97640 4.11547 -0.3625 0.7009 -0.8492 0.06
H 0.86474 -6.62366 -1.58499 -0.1542 0.4593 -0.0713 0.13
H -3.88637 -3.26290 -2.47446 -0.9517 0.4867 -0.6604 0.07
H -0.68932 5.29673 -1.56825 -0.3651 -0.6226 -0.2275 0.06
H -1.73803 3.81449 -1.64850 -0.4920 0.2265 -0.1376 -0.06
```
Forces are in eV/Å.